1:
24
Properties=species:S:1:pos:R:3 method="wB97M-V/def2-TZVPD" homo_energy_ev=-12.74 charge=+1
C -0.946 -0.867 -0.575
O -1.852 -0.344 0.402
C 0.317 -1.177 0.131
C 1.479 -0.361 0.243
C 2.611 -1.100 -0.570
C 1.302 1.109 -0.172
C 2.327 2.006 0.487
N -5.212 -0.086 -0.078
H -1.335 -1.813 -0.960
H -0.824 -0.149 -1.394
H -1.470 -0.287 1.289
H 0.360 -2.112 0.689
H 1.764 -0.392 1.301
H 3.181 -1.781 0.052
H 3.232 -0.312 -0.996
H 2.210 -1.661 -1.416
H 0.293 1.442 0.064
H 1.353 1.189 -1.258
H 2.257 3.002 0.057
H 2.120 2.102 1.548
H 3.339 1.630 0.384
H -6.132 0.254 -0.357
H -5.417 -0.902 0.499
H -4.959 0.611 0.628


2:
24
Properties=species:S:1:pos:R:3 method="wB97M-V/def2-TZVPD" homo_energy_ev=-12.77 charge=+1
C -0.299 -1.251 0.124
C -0.939 -0.245 1.038
C -0.892 1.211 0.519
C 0.497 1.710 0.123
C 1.561 1.692 1.195
C 1.352 1.828 2.488
N -1.017 -1.327 -1.207
H -0.196 -2.272 0.493
H 0.728 -0.943 -0.085
H -1.962 -0.396 1.378
H -0.358 -0.324 1.959
H -1.670 1.509 -0.168
H -1.101 1.745 1.452
H 0.402 2.793 -0.041
H 0.844 1.313 -0.834
H 2.582 1.706 0.836
H 2.169 1.876 3.193
H 0.383 2.005 2.935
H -0.500 -1.804 -1.933
H -1.943 -1.734 -1.069
H -1.191 -0.370 -1.532
H 0.414 -3.580 -3.263
H 0.999 -2.354 -3.849
O 0.136 -2.787 -3.753


Least stable: 1


1:
10
Properties=species:S:1:pos:R:3 method="wB97M-V/def2-TZVPD" homo_energy_ev=-8.61 charge=0
C -0.806 0.215 -0.459
C 1.444 0.466 -0.058
N -1.330 -0.807 0.433
F -1.296 1.461 -0.099
F 2.224 -0.069 -0.993
F 1.670 -0.184 1.088
H -1.133 -0.082 -1.470
H 1.472 1.592 0.179
H -1.004 -0.818 1.413
H -1.241 -1.775 -0.033


2:
10
Properties=species:S:1:pos:R:3 method="wB97M-V/def2-TZVPD" homo_energy_ev=-9.87 charge=0
C -0.419 0.085 -0.138
C 0.169 -1.216 0.230
N -0.001 -1.652 1.552
F -0.200 -2.226 -0.637
F 0.978 -2.573 1.853
F 0.116 -0.704 2.517
H 0.035 1.046 0.183
H -0.266 0.181 -1.243
H -1.403 0.313 0.361
H 1.967 -0.764 -0.004


Least stable: 2